[1]
Here is a cluster of 2 separate species, C5H16F3IN2O5PSi2 in total from the OMol25 dataset. Energies are from wB97M-V/def2-TZVPD.

The spin multiplicity is 1. As for the HOMO energy: -11.27 eV. As for the net charge: +1. The value obtained for the molar mass is 455.24 g mol⁻¹. The calculation puts the maximum force at 0.66 eV/A. The frontier orbital gap is 7.524 eV.

Geometry as XYZ:
```
35
Properties=species:S:1:pos:R:3:forces:R:3
N -0.411839 -2.646686 -2.125315 0.34 -0.15 0.36
P -0.919527 -3.327168 -0.838034 -0.06 0.25 -0.16
O -0.428736 -4.837192 -0.514160 0.18 0.07 0.42
O -2.513114 -3.516484 -0.818501 -0.06 -0.22 0.13
Si -0.403433 -2.052143 0.960691 -0.15 -0.22 -0.47
C -1.291482 -2.694050 2.477613 -0.25 -0.57 -0.01
O -1.044358 -1.828619 3.591829 -0.01 0.18 0.12
C -1.358055 -2.285400 4.823899 0.05 -0.47 0.27
F -0.359241 -3.032265 5.356969 -0.43 0.28 -0.35
F -2.463278 -3.064118 4.820370 0.39 0.37 0.00
F -1.558280 -1.245793 5.624452 0.02 -0.18 -0.17
O -0.907630 -0.535567 0.568251 0.47 0.04 0.46
Si -0.520410 0.942721 1.157924 -0.29 0.28 -0.28
I 1.569143 0.995511 2.402817 -0.02 -0.07 -0.01
H 0.155303 -3.243167 -2.717744 -0.20 0.13 -0.21
H 0.409710 -4.860182 -0.025261 -0.16 -0.12 -0.29
H -2.827920 -4.102589 -0.112472 0.01 0.07 -0.19
H 1.059717 -2.166995 1.122237 0.00 0.11 0.08
H -2.377104 -2.771414 2.291417 0.34 0.03 0.11
H -0.908625 -3.715165 2.664871 -0.15 0.28 0.09
H -0.305199 1.825818 -0.001601 0.00 0.01 0.01
H -1.604070 1.449686 2.006768 0.05 -0.03 0.07
C 1.418461 5.157744 -1.435850 0.06 -0.07 -0.01
C 0.762072 4.041380 -2.166361 -0.09 -0.04 0.18
O -0.298255 3.555376 -2.018810 0.03 0.05 -0.07
N 1.606009 3.422241 -3.320076 -0.07 -0.15 -0.08
C 1.786023 1.933076 -3.129834 0.00 0.12 -0.03
H 0.948200 5.246940 -0.460566 -0.03 0.05 -0.01
H 2.491912 5.007615 -1.319993 -0.01 -0.03 -0.02
H 1.255500 6.082471 -1.995689 0.02 0.02 0.00
H 2.505694 3.889016 -3.433983 -0.01 0.02 0.03
H 1.060833 3.573866 -4.172965 0.08 0.01 -0.03
H 2.290952 1.763509 -2.183324 0.00 0.01 0.02
H 2.382286 1.554770 -3.954512 -0.02 -0.01 -0.01
H 0.798741 1.483256 -3.125057 0.00 -0.04 0.05
```
Positions in Å, forces in eV/Å.


[2]
Here is a cluster of 4 separate species, C5H16IO3 in total in a non-equilibrium geometry from the OMol25 dataset. Energies are from wB97M-V/def2-TZVPD.

The spin multiplicity is 2. As for the HOMO energy (spin up / spin down): -10.27 / -10.24 eV. The value obtained for the molar mass is 251.08 g mol⁻¹. The calculation puts the maximum force at 4.45 eV/A. The frontier orbital gap (spin up / spin down) is 10.722 / 6.150 eV.

Geometry as XYZ:
```
25
Properties=species:S:1:pos:R:3:forces:R:3
I -2.191389 0.635895 1.474480 -0.16 -0.01 0.17
C 1.953055 0.459179 3.829556 -0.40 0.07 -0.94
O 0.771194 1.133133 3.384826 0.07 0.22 0.09
H 1.971020 0.477853 4.919245 0.29 -0.15 -0.12
H 2.015221 -0.546398 3.413551 -0.25 -0.28 0.42
H 2.808514 0.949385 3.364800 0.14 0.35 0.47
H 0.166194 0.546125 2.925471 0.22 -0.19 0.10
C -0.236541 3.720971 -0.213316 -0.73 -0.95 -0.17
O -0.742217 2.716544 -1.133636 0.45 0.67 0.26
H -0.847858 4.620985 -0.279524 0.27 0.18 -0.28
H -0.352745 3.367675 0.811269 0.27 -0.07 0.15
H 0.820859 3.889436 -0.417312 -0.18 0.17 -0.05
H -1.221854 2.058493 -0.625205 -0.01 0.03 0.01
C 0.199939 -3.249643 -1.948139 0.02 -0.90 0.49
C -0.273290 -1.968131 -1.329180 2.60 1.09 -3.45
C -0.807136 -0.981279 -2.403225 0.56 0.13 0.23
O -1.215905 -2.158230 -0.404215 -2.50 -0.63 2.17
H -0.631553 -3.800945 -2.387216 -0.01 0.09 -0.27
H 0.601879 -3.899039 -1.170429 0.06 -0.09 0.10
H 1.004684 -3.098945 -2.667699 -0.21 0.16 -0.09
H 0.583659 -1.501785 -0.843104 0.51 0.26 -0.14
H -0.176882 -0.752888 -3.262716 0.49 -0.40 0.17
H -0.865403 -0.022950 -1.887185 -0.66 0.26 -0.13
H -1.747246 -1.318006 -2.840136 -0.23 0.05 0.40
H -1.586199 -1.277433 -0.310961 -0.59 -0.05 0.39
```
Positions in Å, forces in eV/Å.


[3]
Here is a cluster of 2 separate species, C5H16N2O in total in a non-equilibrium geometry from the OMol25 dataset. Energies are from wB97M-V/def2-TZVPD.

The spin multiplicity is 2. As for the HOMO energy (spin up / spin down): 1.31 / -5.93 eV. The calculation puts the energy above the lowest of the compared OMol25 structures with the same formula, charge and spin at 85.2 kJ/mol. As for the net charge: -1. The value obtained for the molar mass is 120.20 g mol⁻¹. The calculation puts the maximum force at 3.29 eV/A. The frontier orbital gap (spin up / spin down) is 1.743 / 8.871 eV.

Geometry as XYZ:
```
24
Properties=species:S:1:pos:R:3:forces:R:3
C -1.340179 0.113954 3.284142 0.22 -0.57 -0.82
N -1.138088 -0.084512 1.841408 -1.31 2.76 1.22
C 1.189851 0.766705 1.884762 1.75 0.19 -0.22
C -0.170303 0.753705 1.165242 1.34 -0.69 0.54
C -0.018626 0.268762 -0.265424 -0.59 0.52 0.04
N -1.173131 0.727878 -1.026934 0.19 0.08 -0.30
C -1.269997 0.028402 -2.304914 0.23 0.19 0.46
H -2.086231 0.868574 3.495048 -0.25 0.18 0.08
H -1.655363 -0.864561 3.648176 -0.32 0.22 0.35
H -0.427391 0.357069 3.823362 0.24 0.19 0.08
H -1.030205 -1.031423 1.712818 0.77 -2.24 -0.93
H 2.015687 0.693727 1.174508 -0.13 -0.31 -0.45
H 1.401687 -0.047074 2.577696 -0.47 -0.16 0.07
H 1.533142 1.682838 2.380536 -0.87 0.13 0.30
H -0.473154 1.789101 1.092076 -0.69 0.24 0.15
H 0.088016 -0.824817 -0.293389 0.18 -0.06 0.01
H 0.866536 0.732066 -0.689803 0.20 -0.15 -0.19
H -2.003479 0.543843 -0.479228 -0.06 -0.08 0.02
H -1.359875 -1.039982 -2.121749 0.12 -0.39 -0.43
H -0.422605 0.250501 -2.953214 0.28 -0.22 0.24
H -2.116493 0.377209 -2.856362 -0.82 0.16 -0.26
H 2.830248 -1.559516 -5.558744 -0.09 -0.04 0.09
H 3.382219 -2.738074 -4.751274 -0.11 0.06 0.00
O 3.377743 -1.764364 -4.778744 0.17 0.00 -0.04
```
Positions in Å, forces in eV/Å.


[4]
Here is a cluster of 2 separate species, C5H16N2O in total in a non-equilibrium geometry from the OMol25 dataset. Energies are from wB97M-V/def2-TZVPD.

The spin multiplicity is 1. As for the HOMO energy: -8.59 eV. Its SMILES is C[C@@H](CN)N(C)C.O. The calculation puts the energy above the lowest of the compared OMol25 structures with the same formula, charge and spin at 130.6 kJ/mol. The value obtained for the molar mass is 120.20 g mol⁻¹. The calculation puts the maximum force at 2.65 eV/A. The frontier orbital gap is 9.499 eV.

Geometry as XYZ:
```
24
Properties=species:S:1:pos:R:3:forces:R:3
C 0.736799 2.001050 0.406578 0.57 -0.18 0.33
C 0.105295 0.605165 0.361199 -0.06 1.13 0.14
C -1.312725 0.729337 -0.172265 -1.76 -0.58 -0.66
N -2.360471 1.034397 0.818209 0.41 0.18 -0.36
N 0.828366 -0.402422 -0.416124 0.23 0.24 1.60
C 1.018399 -0.051782 -1.816032 -0.83 0.54 -0.38
C 2.075292 -0.920467 0.202904 -0.74 -1.10 -2.29
H 1.743916 1.931672 0.825961 0.15 0.02 -0.27
H 0.766794 2.477329 -0.571032 0.02 0.18 0.06
H 0.206316 2.618204 1.131853 -0.29 0.15 -0.26
H 0.047543 0.388908 1.448783 0.05 -0.99 -0.68
H -1.680900 -0.205507 -0.632822 0.77 -0.02 0.10
H -1.404759 1.448377 -1.011929 0.28 -0.08 0.54
H -2.075579 0.707827 1.731043 -0.18 0.26 0.13
H -2.610714 2.011028 0.819395 0.13 0.04 0.38
H 0.325361 -0.635142 -2.423589 0.34 -0.19 -0.28
H 0.783041 0.991794 -2.056808 -0.21 0.02 0.38
H 2.036653 -0.117572 -2.179642 0.29 -0.63 0.14
H 2.031168 -1.109402 1.275610 -0.14 0.31 -0.18
H 2.133287 -1.891308 -0.351041 0.60 0.33 0.93
H 2.936162 -0.349820 -0.155751 0.22 0.22 0.66
O -1.018756 -2.765291 0.568121 1.04 -1.29 0.67
H -1.964146 -2.742873 0.621594 -0.46 0.73 -0.36
H -0.573517 -2.030718 0.143587 -0.42 0.70 -0.37
```
Positions in Å, forces in eV/Å.